Molecular formula: C14H16N5OSn
Method: DFT, ωB97M-V/def2-TZVPD

Geometry (Å):
Sn: 0.941 0.664 0.484
O: 2.084 -0.993 -0.066
N: 3.284 -1.386 -0.440
C: 4.198 -0.479 -0.581
C: 3.821 0.878 -0.332
N: 3.156 1.785 -0.061
C: 5.514 -0.862 -0.981
N: 6.579 -1.139 -1.303
C: -2.492 -3.572 -1.449
C: -1.971 -3.473 -0.011
C: -3.126 -3.499 0.997
C: -0.958 -4.588 0.283
C: -1.269 -2.184 0.135
N: -0.721 -1.183 0.259
H: -3.005 -4.528 -1.561
H: -1.679 -3.535 -2.172
H: -3.202 -2.776 -1.673
H: -3.633 -4.460 0.913
H: -3.850 -2.711 0.793
H: -2.765 -3.392 2.020
H: -1.469 -5.546 0.191
H: -0.559 -4.508 1.293
H: -0.130 -4.570 -0.424
N: -1.380 2.256 -0.162
C: -0.507 3.345 0.093
C: -0.364 3.838 1.386
C: 0.582 4.820 1.648
C: 1.391 5.310 0.633
C: 1.250 4.810 -0.652
C: 0.313 3.823 -0.925
H: -2.159 2.204 0.483
H: -1.742 2.256 -1.108
H: -1.001 3.470 2.182
H: 0.679 5.210 2.652
H: 2.121 6.078 0.842
H: 1.871 5.188 -1.452
H: 0.200 3.448 -1.937

The max |F| is 0.0120 hartree/bohr. As for the charge: +1. The LUMO energy is -4.80 eV. The HOMO energy comes out at -11.9 eV. The energy above the lowest of the compared OMol25 structures with the same formula, charge and spin is 0.405 eV. Its multiplicity is 1. The calculation puts the total energy at -1106.08799 a.u.